Molecular formula: C13H10N4O6RuSe
Method: DFT, wB97M-V/def2-TZVPD

Computed properties:
2S+1: 2
HOMO-LUMO gap (spin up / spin down) (Ha): 0.2260 / 0.2483
Calculated total energy (eV): -99816.6398
Energy above the lowest of the compared OMol25 structures with the same formula, charge and spin (kcal/mol): 61.8
⟨S²⟩: 1.044
Net charge: -1

```
35
Properties=species:S:1:pos:R:3:nbo_charge:R:1
Ru 0.220 -0.745 -0.943 1.2622
O -2.820 1.640 0.180 -0.6144
C -1.723 1.157 0.356 0.7959
O -0.711 1.223 -0.398 -0.7063
C -1.436 0.514 1.787 -0.3532
C 0.031 0.779 2.171 0.0799
C 0.188 0.615 3.694 -0.4298
C 0.136 -0.917 3.831 -0.4304
C -0.058 -1.336 2.362 0.0843
O 0.698 -0.365 1.658 -0.5436
C -1.506 -1.016 1.946 -0.3670
C -1.940 -1.868 0.665 0.7960
O -3.127 -2.078 0.543 -0.6094
O -0.975 -2.337 0.000 -0.7059
H -2.154 1.009 2.441 0.2307
H 0.458 1.692 1.750 0.2261
H 1.149 1.015 4.015 0.2084
H -0.608 1.126 4.233 0.2103
H 1.074 -1.316 4.216 0.2074
H -0.677 -1.271 4.461 0.2089
H 0.291 -2.337 2.107 0.2222
H -2.232 -1.299 2.712 0.2304
Se 2.651 -0.602 -0.324 0.0570
C 3.683 -0.325 -1.766 0.0405
N 4.382 -0.102 -2.659 -0.4284
N 2.074 0.793 -4.454 -0.7992
C 1.101 0.197 -3.728 0.6935
O 1.361 -0.822 -3.047 -0.7164
C -0.239 0.728 -3.792 -0.5801
C -1.137 0.020 -3.004 0.3983
N -1.747 -0.708 -2.332 -0.4174
C -0.556 1.880 -4.495 0.3004
N -0.777 2.838 -5.099 -0.3874
H 1.907 1.707 -4.844 0.4077
H 3.022 0.511 -4.242 0.4288
```

***

Molecular formula: C13H10N5O4Y
Method: DFT, wB97M-V/def2-TZVPD

Computed properties:
HOMO-LUMO gap (Ha): 0.3047
Calculated total energy (eV): -30311.0870
Energy above the lowest of the compared OMol25 structures with the same formula, charge and spin (kcal/mol): 11.0
Net charge: +2

```
33
Properties=species:S:1:pos:R:3:mulliken_charge:R:1
Y 0.786 -1.655 -1.189 1.8689
O -2.587 2.058 4.101 -0.5936
N -1.506 2.478 3.797 0.9928
O -0.853 3.297 4.372 -0.5452
C -0.874 1.932 2.557 -0.3368
C 0.103 2.692 1.993 -0.6667
C 0.777 2.278 0.810 0.9080
C 1.663 3.125 0.118 -0.4551
C 2.242 2.672 -1.046 -0.8452
C 2.009 1.359 -1.461 -0.0167
N 1.212 0.521 -0.795 -0.3114
C 0.537 0.984 0.300 0.0359
C -0.488 0.163 0.905 -0.0118
N -0.733 -1.063 0.355 -0.3107
C -1.804 -1.750 0.754 -0.0311
C -2.658 -1.281 1.750 -0.8683
C -2.373 -0.097 2.395 -0.4537
C -1.262 0.671 1.984 0.7212
H 0.371 3.644 2.434 0.5621
H 1.861 4.117 0.498 0.5127
H 2.885 3.311 -1.630 0.4362
H 2.485 0.981 -2.365 0.4060
H -2.000 -2.697 0.256 0.4036
H -3.534 -1.854 2.017 0.4421
H -3.018 0.255 3.191 0.5826
N 1.666 -3.618 -2.347 -0.6866
N 0.908 -3.487 -3.555 -0.1066
C -0.068 -2.517 -3.788 0.5505
O -0.690 -2.514 -4.800 -0.4760
O -0.211 -1.633 -2.805 -0.6139
H 2.670 -3.630 -2.597 0.3442
H 1.477 -4.548 -1.935 0.3459
H 1.009 -4.195 -4.275 0.2166
```

***

Molecular formula: C13H11AuN8O4
Method: DFT, wB97M-V/def2-TZVPD

Computed properties:
2S+1: 3
HOMO-LUMO gap (spin up / spin down) (Ha): 0.3015 / 0.1799
Calculated total energy (eV): -37447.1434
Energy above the lowest of the compared OMol25 structures with the same formula, charge and spin (kcal/mol): 0.0
⟨S²⟩: 2.008
Net charge: +2

```
37
Properties=species:S:1:pos:R:3:mulliken_charge:R:1
Au 0.141 0.243 -0.153 1.5380
N -2.061 2.367 1.433 -0.2292
C -2.307 1.099 1.733 0.5135
N -3.319 0.836 2.539 -0.6460
C -3.542 -0.441 2.836 0.4333
N -4.552 -0.737 3.636 -0.2960
N -2.798 -1.490 2.373 -0.5898
C -1.829 -1.153 1.587 0.1921
N -1.511 0.104 1.211 -0.6908
C -0.973 -2.242 1.043 1.0754
C -1.188 -3.565 1.372 -0.3584
C -0.355 -4.533 0.833 -0.4615
C 0.670 -4.148 -0.017 -0.7849
C 0.824 -2.806 -0.299 0.3340
N 0.019 -1.874 0.218 -0.5791
H -2.668 3.064 1.833 0.2057
H -1.326 2.651 0.804 0.3879
H -5.133 0.002 3.998 0.2621
H -4.741 -1.694 3.883 0.2503
H -2.000 -3.808 2.041 0.5085
H -0.505 -5.577 1.075 0.4649
H 1.342 -4.871 -0.457 0.4249
H 1.614 -2.461 -0.952 0.0406
O 3.074 4.589 -2.888 -0.4365
C 3.558 3.472 -3.190 0.7267
O 4.573 3.392 -3.997 -0.1622
C 3.057 2.207 -2.686 0.6792
C 3.568 0.942 -2.974 -0.4393
N 2.805 0.079 -2.312 -0.2042
N 1.817 0.688 -1.611 -0.3042
C 1.955 1.974 -1.826 -0.3685
C 1.001 2.925 -1.168 0.9268
O 1.120 4.127 -1.420 -0.7232
O 0.147 2.395 -0.407 -0.8070
H 2.231 4.531 -2.181 0.3964
H 4.403 0.640 -3.589 0.5087
H 2.889 -0.927 -2.320 0.2115
```

***

Molecular formula: C13H11Cl2MnNO2
Method: DFT, wB97M-V/def2-TZVPD

Computed properties:
2S+1: 4
HOMO-LUMO gap (spin up / spin down) (Ha): 0.2331 / 0.2402
Calculated total energy (eV): -75589.6893
⟨S²⟩: 3.984
Net charge: +2

```
30
Properties=species:S:1:pos:R:3:nbo_charge:R:1
Cl -1.275 0.295 -1.933 -0.0179
C 1.395 1.678 0.550 -0.1595
C 0.905 1.004 1.735 -0.1659
C -0.522 1.174 1.782 -0.2237
H 1.506 0.530 2.508 0.3039
C -0.943 1.965 0.643 0.0556
C 0.254 2.275 -0.114 -0.1875
H 0.250 2.905 -0.994 0.3079
H 2.438 1.786 0.265 0.3051
H -1.179 0.831 2.574 0.3033
C -2.335 2.424 0.356 -0.6685
Mn -0.016 0.226 -0.016 0.6240
C -1.248 -1.168 0.532 0.5415
O -2.075 -1.938 0.196 -0.2974
C 0.680 0.352 -1.864 0.5061
O 1.394 -0.019 -2.733 -0.3654
H -3.060 1.620 0.552 0.2568
H -2.468 2.752 -0.685 0.2663
H -2.605 3.271 0.994 0.2979
Cl 1.617 -4.889 -1.689 0.1349
C 2.078 -3.497 -0.819 -0.0423
C 3.363 -3.379 -0.288 -0.1156
C 3.682 -2.211 0.392 -0.1902
C 2.716 -1.213 0.535 0.0500
N 1.488 -1.326 0.002 -0.5013
C 1.159 -2.446 -0.691 0.0062
H 4.081 -4.173 -0.437 0.2754
H 4.667 -2.056 0.818 0.2689
H 2.944 -0.309 1.090 0.2034
H 0.179 -2.502 -1.157 0.2279
```

***

Molecular formula: C13H11F2N6O4OsS
Method: DFT, wB97M-V/def2-TZVPD

Computed properties:
HOMO-LUMO gap (Ha): 0.2571
Calculated total energy (eV): -49522.8811
Energy above the lowest of the compared OMol25 structures with the same formula, charge and spin (kcal/mol): 5.3
Net charge: +1

```
38
Properties=species:S:1:pos:R:3:nbo_charge:R:1
Os 0.465 -0.360 0.454 0.9499
N -0.554 -2.677 3.901 -0.7460
C -0.517 -1.903 2.818 0.3108
S 1.147 -1.498 2.229 0.1231
N -1.621 -1.519 2.252 -0.3835
N -1.405 -0.727 1.158 -0.2258
C -2.406 -0.161 0.582 0.1046
C -2.093 0.654 -0.580 0.1378
C -3.045 1.396 -1.259 -0.1877
C -2.645 2.174 -2.332 -0.1213
C -1.309 2.180 -2.701 -0.2118
C -0.412 1.407 -1.986 0.0980
N -0.790 0.661 -0.948 -0.4337
H 0.289 -2.984 4.352 0.4227
H -1.445 -2.940 4.292 0.4284
H -3.410 -0.300 0.961 0.2404
H -4.076 1.366 -0.936 0.2467
H -3.366 2.772 -2.871 0.2481
H -0.957 2.775 -3.531 0.2524
H 0.638 1.368 -2.244 0.2259
O 4.805 3.600 0.291 -0.6538
C 5.229 2.465 -0.249 0.7763
O 6.347 2.305 -0.648 -0.5438
C 4.245 1.344 -0.330 -0.2228
C 4.528 0.110 -0.881 0.0527
N 3.419 -0.649 -0.780 -0.2896
N 2.436 0.036 -0.195 -0.2595
C 2.908 1.238 0.081 0.0409
C 1.926 2.139 0.722 0.7649
O 2.175 3.278 1.035 -0.5558
O 0.742 1.567 0.902 -0.6350
H 3.876 3.560 0.599 0.5083
H 5.442 -0.252 -1.320 0.2692
H 3.260 -1.603 -1.078 0.4534
F 1.414 -2.721 -0.850 -0.3640
C 0.414 -1.801 -1.077 0.3852
F 0.692 -1.240 -2.296 -0.3570
H -0.525 -2.352 -1.182 0.1513
```

***

Molecular formula: C13H11FN2O2S
Method: DFT, wB97M-V/def2-TZVPD

Computed properties:
SMILES: COC(=O)Cn1c2ccc(F)cc2c2nc(C)sc21
HOMO-LUMO gap (Ha): 0.3075
Calculated total energy (eV): -34287.0950
Energy above the lowest of the compared OMol25 structures with the same formula, charge and spin (kcal/mol): 13.7
Net charge: 0

```
30
Properties=species:S:1:pos:R:3:nbo_charge:R:1
O -3.132 1.636 0.004 -0.5840
F -0.995 -4.832 -1.626 -0.3202
N 2.726 -1.198 0.254 -0.3943
O -1.616 2.685 1.369 -0.5020
S 2.320 1.420 0.422 0.3654
C -1.982 2.005 0.241 0.7773
C 3.278 -0.059 0.579 0.0909
C 1.479 -0.876 -0.166 0.0243
C 1.059 0.387 -0.122 -0.0335
C -1.965 -2.663 -1.728 -0.2847
C 0.333 -2.965 -0.948 -0.2502
C -1.854 -1.260 -1.499 -0.2371
C -0.878 -3.514 -1.434 0.3836
C 0.395 -1.594 -0.723 -0.0851
C -0.662 -0.723 -0.961 0.1985
N -0.228 0.577 -0.604 -0.3787
C -2.648 2.868 2.335 -0.2664
C 4.700 0.027 1.068 -0.6576
C -0.892 1.851 -0.782 -0.3006
H -2.878 -3.076 -2.074 0.2269
H 1.195 -3.605 -0.756 0.2362
H -2.710 -0.630 -1.696 0.2322
H -2.248 3.532 3.156 0.2002
H -3.530 3.323 1.866 0.2008
H -2.927 1.920 2.793 0.1954
H 5.030 1.059 0.869 0.2176
H 5.354 -0.679 0.541 0.2414
H 4.787 -0.237 2.137 0.2338
H -0.160 2.688 -0.750 0.2342
H -1.351 1.934 -1.763 0.2357
```

***

Largest force on an atom readings, ordered: 3.7 2.6 0.7 10.0 0.7 2.7 eV Å⁻¹